No. 1
Molecular formula: C5H8LiO4Yb
Method: DFT, ωB97M-V/def2-TZVPD

XYZ file:
```
19
Properties=species:S:1:pos:R:3:forces:R:3:mulliken_spin:R:1
C 1.440945 -3.000461 1.279247 0.5 -0.6 -0.7 -0.0179
C 2.436430 -1.888728 1.441230 0.6 -1.4 1.5 0.4349
O 2.227418 -0.771813 0.851452 0.0 2.3 -1.3 0.4486
Li 2.997029 0.873808 1.226233 -0.1 -0.3 -0.4 -0.0041
H 1.839287 -3.921443 1.732318 -0.3 0.3 -0.1 -0.0017
H 0.476013 -2.757688 1.742294 0.2 0.0 -0.1 0.0243
H 1.289808 -3.183522 0.203803 -0.2 0.0 0.3 0.0146
H 3.898597 -2.017769 0.393427 -0.5 0.0 0.2 0.3245
H 2.727709 -1.760435 2.508830 0.4 -0.4 -0.2 0.0296
O 5.759246 -1.622158 -1.313239 -0.2 0.4 -0.2 0.3465
C 4.801392 1.124819 0.080897 -0.1 -0.2 -0.2 0.0064
C 5.326443 -1.902166 -0.103968 1.1 0.0 0.1 0.3073
O 4.956076 1.647813 -1.028106 0.5 0.1 -0.5 0.0026
O 5.962743 0.356168 0.366810 0.9 0.0 -0.4 0.0038
C 5.769380 -0.914843 0.970056 -0.9 0.2 0.3 0.0297
Yb 6.760238 0.371970 -2.153518 -1.8 -0.6 1.8 0.0097
H 5.533449 -2.940543 0.223174 -0.6 -0.1 -0.3 0.0307
H 6.720448 -1.226191 1.419813 -0.2 0.1 0.0 0.0292
H 4.954989 -0.866645 1.719089 0.7 0.1 0.1 -0.0187
```
Positions in Å, forces in eV/Å.

* LUMO (alpha / beta): -5.14 / -5.45 eV
* charge: +1
* maximum force: 2.66 eV Å⁻¹
* 2S+1: 3
* E: -45228.510 eV



No. 2
Molecular formula: C5H11NO2S
Method: DFT, ωB97M-V/def2-TZVPD

XYZ file:
```
20
Properties=species:S:1:pos:R:3:forces:R:3:nbo_charge:R:1
C -0.942547 0.807652 -0.946210 2.6 -3.4 0.9 -0.1921
C -0.263937 0.816457 -2.249256 -1.7 -4.9 -3.1 0.8055
C 0.177629 0.718211 0.119628 1.8 -0.4 -0.5 -0.4322
C 1.074750 -0.522111 0.311651 -3.3 -2.2 3.4 -0.4843
C 1.155892 -0.735067 3.113378 -2.8 -2.6 1.4 -0.8200
H -2.214818 -0.412326 -1.870891 0.4 -0.2 4.4 0.4016
H -2.810745 0.325217 -0.234121 3.0 -2.8 -1.8 0.3552
H -1.313178 1.735667 -1.050994 -2.1 3.7 1.1 0.2111
H 1.021685 1.437779 0.040426 -1.5 0.6 0.2 0.2411
H -0.297855 0.633322 1.044401 -1.0 1.3 1.7 0.2159
H 1.697151 -0.756053 -0.432211 2.0 -1.0 -3.5 0.2074
H 0.516580 -1.511771 0.711129 0.9 2.2 -1.6 0.2170
H 1.583686 -1.664068 4.015937 -0.9 3.3 -3.0 0.2485
H 0.688708 0.227145 3.726754 1.4 -2.6 -1.7 0.2357
H 0.125989 -1.440403 2.541594 3.1 2.4 2.0 0.2151
H -0.444273 -0.197027 -4.018488 1.4 0.1 -0.8 0.5009
N -1.903114 -0.306078 -0.711750 -4.1 3.3 -3.2 -0.8096
O 0.839233 1.073839 -2.470459 3.7 2.1 -0.3 -0.5392
O -0.966476 0.107832 -3.302258 -2.0 1.3 2.8 -0.7740
S 2.275641 -0.338218 1.661738 -0.9 0.0 1.7 0.1961
```
Positions in Å, forces in eV/Å.

* LUMO: 0.55 eV
* charge: 0
* maximum force: 6.23 eV Å⁻¹
* E: -21778.971 eV



No. 3
Molecular formula: C25H33FeN2O2S5
Method: DFT, ωB97M-V/def2-TZVPD

XYZ file:
```
68
Properties=species:S:1:pos:R:3:forces:R:3:mulliken_spin:R:1
Fe -0.163600 0.794200 -0.079700 -0.3 -0.7 -0.2 2.8216
C 1.777500 -0.746900 2.847300 -0.2 0.3 -0.4 0.0071
C 0.355600 -1.171300 3.135200 -0.3 0.0 -0.5 0.0010
S -0.506900 -1.261000 1.514100 -0.1 -1.3 1.8 0.0827
C -2.203100 -1.441600 2.178900 0.3 0.1 -0.2 0.0455
C -3.028500 -2.214500 1.173700 -0.4 0.0 -0.2 -0.0394
S -2.875300 -1.486900 -0.473000 -0.8 -0.6 0.0 0.9184
C -2.772800 1.747700 0.263600 -0.9 0.9 -0.1 0.0033
C -2.247500 2.942400 1.072400 0.0 -0.2 -0.3 0.0199
S -0.432600 2.956000 0.862300 0.0 -0.1 0.6 -0.0396
C 0.106600 2.492600 2.554100 0.0 0.2 0.0 0.0065
C 1.554800 2.053800 2.517300 0.1 -0.3 -0.4 0.0058
S 1.817000 0.534200 1.533900 1.3 0.1 1.4 0.0792
H 2.337600 -1.576500 2.417700 0.1 0.0 0.0 0.0018
H 2.300100 -0.378800 3.728500 0.1 0.0 0.0 0.0032
H -0.169100 -0.466800 3.779200 0.0 0.1 0.1 -0.0002
H 0.335400 -2.157800 3.595100 0.0 0.0 0.1 0.0031
H -2.604400 -0.436400 2.300800 0.0 0.0 0.1 0.0040
H -2.155700 -1.957100 3.139000 0.0 0.0 -0.1 -0.0021
H -4.082300 -2.219100 1.455000 0.1 0.0 0.2 0.0044
H -2.668100 -3.241400 1.106600 0.0 0.0 0.1 0.0244
H -3.782800 1.475200 0.617700 0.2 0.1 -0.1 -0.0035
H -2.863400 2.053600 -0.788200 -0.1 0.0 0.1 -0.0137
H -2.456800 2.840200 2.136100 0.1 0.0 0.0 0.0005
H -2.635300 3.891500 0.709700 0.0 0.1 0.1 -0.0005
H -0.546000 1.691100 2.899900 0.0 0.0 0.0 -0.0022
H -0.003200 3.366600 3.200000 -0.1 0.0 -0.1 -0.0022
H 1.933800 1.867600 3.520200 0.0 0.1 0.0 -0.0001
H 2.168200 2.818900 2.042300 0.1 0.1 0.1 -0.0003
O -0.207900 -0.848700 -1.079000 -0.6 1.3 0.3 0.0365
C 0.748200 -1.601300 -1.486000 1.8 -0.5 -0.4 0.0241
C 0.531200 -2.984200 -1.685700 -0.2 0.3 0.2 0.0028
C 1.529700 -3.807400 -2.139400 0.0 0.1 0.1 -0.0033
C 2.797500 -3.297900 -2.425000 0.2 0.1 -0.1 0.0108
C 3.040600 -1.951500 -2.270400 0.0 -0.2 0.0 -0.0067
C 2.045500 -1.090500 -1.795800 -0.6 -0.5 0.2 0.0018
C 2.257500 0.327600 -1.698500 0.0 -0.2 -0.1 -0.0085
N 1.515600 1.191800 -1.010200 0.7 -0.3 -0.6 -0.0439
C 2.027800 2.434400 -1.244100 0.6 0.5 -0.3 -0.0017
C 3.094700 2.331200 -2.078300 -0.2 0.4 0.3 0.0059
N 3.233000 1.002100 -2.351300 -0.2 -0.2 0.1 -0.0004
H -0.456200 -3.354700 -1.465400 -0.2 -0.1 0.0 0.0093
H 1.337800 -4.862800 -2.266500 0.0 -0.1 0.0 -0.0003
H 3.579200 -3.960200 -2.763000 0.1 0.0 -0.1 0.0005
H 4.022900 -1.560400 -2.499400 0.1 0.0 0.0 -0.0003
H 1.602900 3.311200 -0.803600 0.0 0.2 0.0 0.0009
H 3.749800 3.074400 -2.480500 0.1 0.2 -0.1 -0.0008
H 3.911300 0.592500 -2.972200 -0.1 0.0 0.0 -0.0009
C -2.378400 -3.395700 -5.502700 0.0 0.0 -0.1 0.0015
C -2.029200 -2.161100 -4.735500 0.1 0.1 0.1 0.0091
C -2.990000 -1.449200 -4.028700 0.0 0.0 -0.1 -0.0064
C -2.659500 -0.306700 -3.321700 0.1 0.1 -0.1 0.0102
C -1.351400 0.143400 -3.331000 0.0 0.2 0.0 0.0109
C -0.380800 -0.546200 -4.043100 -0.1 0.1 -0.1 0.0051
C -0.718500 -1.692900 -4.731000 -0.1 0.0 0.0 -0.0026
S -0.836200 1.561200 -2.387500 -0.8 0.7 -1.9 0.0679
C -1.887400 2.870500 -3.123200 0.3 -0.4 0.3 0.0083
O -1.940200 0.678400 0.408300 0.3 -0.5 0.2 -0.0636
H -3.391800 -3.718400 -5.283500 -0.1 -0.1 0.0 -0.0003
H -1.684800 -4.199700 -5.264400 0.0 -0.1 0.0 0.0002
H -2.303100 -3.193600 -6.570700 0.0 -0.1 -0.1 0.0004
H -4.011300 -1.801500 -4.013400 -0.1 0.0 0.0 0.0073
H -3.418000 0.214100 -2.757200 -0.1 0.1 0.1 -0.0075
H 0.637100 -0.187600 -4.041300 0.1 0.0 -0.1 0.0024
H 0.045000 -2.234600 -5.269100 0.1 -0.1 -0.1 -0.0003
H -2.944500 2.640000 -3.041600 -0.1 0.0 0.1 -0.0002
H -1.607200 2.984100 -4.164800 0.0 0.0 -0.1 0.0037
H -1.649900 3.780000 -2.581000 -0.1 0.2 0.0 -0.0005
```
Positions in Å, forces in eV/Å.

* LUMO (alpha / beta): -3.76 / -3.36 eV
* charge: +1
* maximum force: 2.27 eV Å⁻¹
* 2S+1: 5
* E: -122092.423 eV



No. 4
Molecular formula: C2H7N3S
Method: DFT, ωB97M-V/def2-TZVPD

XYZ file:
```
13
Properties=species:S:1:pos:R:3:forces:R:3:nbo_charge:R:1
C 0.572779 0.686680 0.323298 -0.2 2.4 1.4 -0.3203
C 0.219999 -0.649565 -0.203525 0.3 -0.4 -0.3 0.4068
H -0.646028 1.787929 -0.929778 -1.6 -0.1 -0.5 0.3552
H 0.890539 1.834122 -1.358302 -0.2 0.1 0.3 0.3503
H 1.638993 0.744802 0.560425 -0.1 -0.2 -0.3 0.2087
H 0.100148 0.830381 1.363735 0.4 -0.1 -1.7 0.2218
H 2.003090 -1.092021 -0.576241 -0.8 -0.7 0.4 0.3404
H -1.209836 -1.916561 -0.684788 -0.3 1.1 0.4 0.4050
H -1.588460 -1.110242 1.999264 0.3 -0.3 0.0 0.0786
N 0.256059 1.886983 -0.555417 1.9 -1.3 1.0 -0.8030
N 1.065687 -1.548346 -0.528030 0.4 0.8 -0.5 -0.6676
N -1.152886 -0.930486 -0.340631 1.3 -1.7 -0.5 -0.7760
S -2.150083 -0.523674 0.929990 -1.4 0.5 0.4 0.2000
```
Positions in Å, forces in eV/Å.

* LUMO: 0.79 eV
* charge: 0
* maximum force: 2.78 eV Å⁻¹
* E: -17492.149 eV